# 1
Here is a molecular structure, C38H39CsF8N6O2S2Sb from OMol25. Energies are from the ωB97M-V functional and the def2-TZVPD basis.

Last column: Mulliken charge in e.
Element x y z (Å)
1 Cs 0.471 0.898 -0.161  0.73
2 C -7.325 2.861 -0.734  -1.63
3 C -6.003 2.270 -0.342  0.19
4 C -5.630 2.063 0.942  -0.57
5 C -4.382 1.448 1.283  0.71
6 C -4.074 1.416 2.639  -0.89
7 N -3.176 0.719 3.323  0.08
8 C -2.602 -0.589 3.015  -0.08
9 C -2.659 -1.430 4.290  -0.85
10 C -2.274 -2.893 4.081  -0.88
11 N -0.892 -3.039 3.641  -0.06
12 C -0.454 -3.000 2.386  -0.13
13 C -1.114 -3.243 1.192  -0.10
14 C -2.299 -4.027 1.036  -0.50
15 C -2.910 -4.168 -0.166  0.19
16 C -4.112 -5.038 -0.382  -1.69
17 C -2.354 -3.446 -1.267  -0.46
18 C -1.211 -2.709 -1.216  1.18
19 C -0.845 -1.987 -2.448  -0.65
20 N 0.148 -1.227 -2.617  0.06
21 C 0.266 -0.585 -3.915  -1.00
22 C 0.365 0.932 -3.787  0.72
23 C -0.960 1.671 -3.584  -1.31
24 N -1.641 1.427 -2.324  0.49
25 C -2.901 1.456 -2.301  -0.92
26 C -3.788 1.468 -1.116  0.96
27 C -5.038 1.963 -1.347  -0.58
28 C -3.406 1.094 0.255  0.09
29 O -2.325 0.577 0.564  -0.27
30 C -0.464 -2.611 0.043  -0.35
31 O 0.592 -1.981 0.161  -0.22
32 H -7.923 3.088 0.148  0.38
33 H -7.897 2.174 -1.361  0.33
34 H -7.195 3.786 -1.299  0.35
35 H -6.300 2.342 1.749  0.31
36 H -4.647 2.093 3.269  0.38
37 H -3.064 1.005 4.284  0.35
38 H -1.582 -0.482 2.649  0.06
39 H -3.191 -1.036 2.215  0.30
40 H -3.677 -1.418 4.691  0.41
41 H -2.009 -0.984 5.051  0.41
42 H -2.935 -3.337 3.345  0.28
43 H -2.397 -3.451 5.009  0.40
44 H -0.199 -2.763 4.322  0.42
45 H 0.572 -2.660 2.295  -0.06
46 H -2.673 -4.601 1.875  0.74
47 H -4.443 -5.482 0.557  0.38
48 H -3.897 -5.850 -1.080  0.33
49 H -4.944 -4.466 -0.798  0.36
50 H -2.881 -3.489 -2.217  0.39
51 H -1.569 -2.144 -3.263  0.19
52 H -0.570 -0.847 -4.584  0.33
53 H 1.186 -0.953 -4.376  0.42
54 H 0.760 1.315 -4.734  0.52
55 H 1.128 1.170 -3.042  -0.89
56 H -1.614 1.453 -4.443  0.38
57 H -0.748 2.745 -3.615  0.30
58 H -3.460 1.590 -3.243  0.13
59 H -5.299 2.201 -2.375  0.41
60 F 4.534 -3.867 1.476  -0.37
61 C 4.615 -2.842 0.604  0.59
62 C 3.535 -1.983 0.479  -0.69
63 C 3.727 -0.964 -0.407  0.41
64 C 4.834 -0.704 -1.190  0.70
65 C 5.861 -1.630 -1.004  0.68
66 F 7.017 -1.508 -1.686  -0.37
67 C 5.782 -2.692 -0.118  -0.97
68 C 4.858 0.505 -2.057  -0.41
69 C 5.854 0.771 -2.991  -0.98
70 C 5.771 1.944 -3.729  -0.49
71 C 4.712 2.805 -3.514  -1.11
72 C 3.762 2.451 -2.566  -0.27
73 N 3.822 1.330 -1.856  0.37
74 H 2.615 -2.128 1.029  0.48
75 H 6.607 -3.379 -0.005  0.50
76 H 6.671 0.086 -3.145  0.53
77 H 6.535 2.175 -4.460  0.42
78 H 4.616 3.735 -4.057  0.47
79 H 2.926 3.104 -2.349  0.48
80 S 1.671 -0.605 3.906  -0.29
81 C 2.985 0.152 3.206  -0.17
82 N 4.253 -0.247 3.285  -0.11
83 C 5.241 0.413 2.441  -0.24
84 C 4.623 1.746 1.996  -0.46
85 S 2.834 1.591 2.256  0.19
86 H 4.447 -1.131 3.731  0.27
87 H 5.471 -0.219 1.580  -0.15
88 H 6.158 0.580 3.007  0.41
89 H 4.791 1.943 0.939  0.14
90 H 4.986 2.588 2.580  0.53
91 F 2.071 3.332 -0.305  -0.40
92 Sb 1.185 5.009 0.073  2.58
93 F 1.899 5.678 -1.544  -0.58
94 F 2.720 5.555 1.026  -0.58
95 F 0.266 6.608 0.434  -0.55
96 F 0.497 4.210 1.642  -0.58
97 F -0.287 4.297 -0.877  -0.56

Values from the calculation:
- max |F| (eV/Å) = 0.47
- electronic energy (eV) = -103573.6012
- HOMO (alpha / beta) (eV) = -7.84 / -7.84
- 2S+1 = 2


# 2
Here is a molecular structure, C38H40AgFN6O3 in a non-equilibrium geometry from OMol25. Energies are from the ωB97M-V functional and the def2-TZVPD basis.

Last column: Mulliken charge in e.
Element x y z (Å)
1 Ag 0.361 -0.191 -0.079  -0.22
2 C -0.889 -7.180 -2.690  -1.03
3 C -0.757 -6.691 -1.250  -1.05
4 N -1.033 -5.268 -1.114  0.22
5 C 0.029 -4.386 -1.249  -0.11
6 C -0.085 -3.051 -1.184  -0.18
7 C 1.140 -2.132 -1.124  0.49
8 O 1.179 -1.169 -1.939  -0.77
9 O 1.968 -2.448 -0.245  -0.71
10 C -1.377 -2.453 -0.896  1.44
11 O -1.568 -1.237 -0.844  -0.81
12 C -2.451 -3.392 -0.618  0.40
13 C -3.699 -2.898 -0.233  -0.77
14 C -4.765 -3.740 -0.082  0.30
15 F -5.957 -3.246 0.321  -0.34
16 C -4.635 -5.098 -0.332  -1.05
17 C -3.394 -5.611 -0.705  -0.66
18 C -2.277 -4.786 -0.809  0.11
19 N -5.748 -6.055 -0.356  0.37
20 C -7.130 -5.525 -0.536  -0.80
21 C -8.051 -6.735 -0.836  -0.63
22 N -7.214 -7.923 -0.982  -0.47
23 C -6.570 -8.276 0.283  -0.65
24 C -5.779 -7.041 0.772  -0.57
25 H -0.688 -8.251 -2.747  0.39
26 H -0.173 -6.661 -3.327  0.34
27 H -1.890 -6.990 -3.080  0.29
28 H 0.261 -6.857 -0.901  0.46
29 H -1.417 -7.250 -0.587  0.43
30 H 0.995 -4.853 -1.388  0.46
31 H -3.791 -1.831 -0.073  0.63
32 H -3.330 -6.673 -0.916  0.47
33 H -7.119 -4.799 -1.345  0.46
34 H -7.424 -5.011 0.373  0.46
35 H -8.589 -6.571 -1.767  0.37
36 H -8.790 -6.851 -0.034  0.30
37 H -5.611 -6.642 -1.190  0.53
38 H -7.738 -8.702 -1.352  0.30
39 H -5.894 -9.111 0.101  0.42
40 H -7.287 -8.582 1.053  0.34
41 H -4.759 -7.284 1.054  0.46
42 H -6.255 -6.555 1.621  0.34
43 C -2.017 4.485 2.387  -0.66
44 C -0.837 5.391 2.607  1.31
45 C -0.901 6.386 3.580  -0.76
46 C 0.131 7.290 3.772  -0.67
47 C 1.264 7.213 2.977  -0.55
48 C 1.361 6.220 2.020  -0.88
49 C 0.329 5.300 1.830  0.06
50 N 0.468 4.337 0.813  0.32
51 C 0.352 2.954 0.930  -0.33
52 N 0.301 2.510 2.211  0.11
53 C 0.095 1.219 2.774  0.84
54 C -0.073 0.070 1.996  -1.15
55 C -0.314 -1.119 2.696  0.51
56 C -0.363 -1.177 4.083  -1.15
57 C -0.164 -0.019 4.816  -0.55
58 C 0.062 1.193 4.179  0.81
59 C 0.286 2.437 5.008  -1.39
60 N 0.325 2.202 -0.105  0.02
61 C 0.354 2.733 -1.402  -0.72
62 C 1.580 2.887 -2.054  0.08
63 C 1.634 3.335 -3.363  -0.66
64 C 0.461 3.633 -4.040  -0.59
65 C -0.758 3.470 -3.397  -0.86
66 C -0.836 3.021 -2.084  1.60
67 C -2.164 2.819 -1.409  -1.45
68 H -2.942 5.013 2.619  0.58
69 H -1.971 3.595 3.019  0.18
70 H -2.058 4.144 1.354  -0.29
71 H -1.799 6.467 4.182  0.42
72 H 0.042 8.059 4.528  0.38
73 H 2.074 7.919 3.110  0.38
74 H 2.251 6.142 1.406  0.46
75 H 0.877 4.645 -0.055  0.31
76 H 0.453 3.233 2.892  -0.12
77 H -0.458 -2.042 2.138  0.40
78 H -0.538 -2.119 4.595  0.36
79 H -0.178 -0.051 5.900  0.27
80 H 0.272 2.178 6.066  0.37
81 H -0.490 3.193 4.844  0.20
82 H 1.255 2.898 4.793  0.37
83 H 2.484 2.617 -1.522  0.46
84 H 2.591 3.441 -3.859  0.39
85 H 0.492 3.972 -5.068  0.40
86 H -1.677 3.691 -3.930  0.39
87 H -2.958 2.719 -2.150  0.46
88 H -2.409 3.671 -0.769  0.14
89 H -2.138 1.922 -0.789  0.22

Values from the calculation:
- energy relative to the best compared isomer or geometry (same formula, charge and spin) (kcal per mole) = 17.98
- max |F| (eV/Å) = 1.53
- electronic energy (eV) = -61852.0490
- HOMO (eV) = -4.94


# 3
Here is a molecular structure, C38H40CdFN7 from OMol25. Energies are from the ωB97M-V functional and the def2-TZVPD basis.

Last column: Mulliken charge in e.
Element x y z (Å)
1 Cd 0.664 -0.237 0.350  3.45
2 C 2.398 5.300 -0.426  -0.70
3 C 2.335 4.124 -1.166  -0.94
4 C 1.589 3.045 -0.719  -0.04
5 C 0.853 3.107 0.475  -0.15
6 C 0.940 4.295 1.220  -0.37
7 C 1.698 5.369 0.772  -0.67
8 N 0.185 1.967 0.917  -0.34
9 C -0.900 1.984 1.696  0.50
10 C -1.815 3.078 1.821  -0.43
11 C -2.918 2.988 2.615  -0.74
12 C -3.211 1.830 3.388  -0.87
13 C -2.366 0.769 3.328  -0.40
14 C -1.221 0.814 2.492  0.42
15 N -0.324 -0.204 2.390  0.73
16 N -0.298 -1.148 3.212  -1.28
17 C 0.709 -2.103 2.903  -0.05
18 C 1.074 -2.977 3.921  -0.79
19 C 2.086 -3.888 3.689  -0.30
20 C 2.704 -3.918 2.444  -0.76
21 C 2.262 -3.034 1.480  -0.60
22 N 1.281 -2.155 1.695  0.25
23 H 2.975 6.146 -0.778  0.42
24 H 2.870 4.050 -2.107  0.53
25 H 1.547 2.134 -1.307  0.34
26 H 0.436 4.356 2.177  0.51
27 H 1.746 6.271 1.373  0.39
28 H -1.643 3.968 1.232  0.54
29 H -3.611 3.822 2.645  0.40
30 H -4.104 1.796 3.998  0.40
31 H -2.551 -0.142 3.885  0.42
32 H 0.564 -2.906 4.872  0.52
33 H 2.393 -4.571 4.470  0.41
34 H 3.497 -4.619 2.223  0.43
35 H 2.688 -3.035 0.483  0.44
36 C -2.264 -3.387 1.761  -1.81
37 C -1.896 -3.028 0.316  1.60
38 C -2.108 -4.280 -0.550  -1.55
39 C -2.689 -1.847 -0.226  0.99
40 C -4.051 -1.798 0.054  -0.50
41 C -4.853 -0.792 -0.449  -1.54
42 C -4.289 0.160 -1.278  -1.03
43 C -2.931 0.150 -1.604  0.79
44 C -2.479 1.265 -2.545  0.30
45 C -1.720 2.357 -1.795  -0.74
46 C -1.691 0.838 -3.785  -1.78
47 C -2.105 -0.845 -1.036  -1.34
48 N -0.690 -0.847 -1.252  1.44
49 C -0.206 -1.699 -2.219  -0.12
50 C -0.998 -2.456 -3.108  -0.81
51 C -0.452 -3.289 -4.073  -0.83
52 C 0.922 -3.420 -4.224  -0.63
53 C 1.743 -2.684 -3.378  -0.69
54 C 1.174 -1.868 -2.436  0.20
55 F 2.041 -1.146 -1.643  -0.29
56 H -1.574 -4.147 2.137  0.37
57 H -3.270 -3.812 1.818  0.53
58 H -2.221 -2.529 2.429  0.26
59 H -0.836 -2.771 0.283  -0.64
60 H -3.168 -4.555 -0.551  0.30
61 H -1.539 -5.122 -0.143  0.47
62 H -1.792 -4.127 -1.580  0.30
63 H -4.493 -2.560 0.685  0.31
64 H -5.909 -0.753 -0.206  0.40
65 H -4.917 0.939 -1.697  0.37
66 H -3.406 1.708 -2.913  0.66
67 H -0.827 1.932 -1.348  -0.47
68 H -2.329 2.790 -0.997  0.27
69 H -1.418 3.159 -2.476  0.52
70 H -0.673 0.542 -3.534  0.16
71 H -1.634 1.686 -4.473  0.53
72 H -2.169 0.011 -4.312  0.36
73 H -2.074 -2.366 -3.021  0.72
74 H -1.118 -3.844 -4.724  0.43
75 H 1.347 -4.074 -4.974  0.39
76 H 2.823 -2.734 -3.450  0.46
77 C 5.583 2.418 1.642  -0.96
78 N 4.828 1.971 0.474  0.18
79 C 5.335 2.299 -0.858  -0.97
80 C 3.836 1.114 0.608  0.20
81 N 2.943 0.396 0.759  -0.45
82 H 5.708 3.499 1.595  0.32
83 H 6.567 1.946 1.673  0.33
84 H 5.038 2.167 2.547  0.33
85 H 5.440 3.379 -0.945  0.35
86 H 4.630 1.955 -1.610  0.27
87 H 6.304 1.826 -1.031  0.34

Values from the calculation:
- max |F| (eV/Å) = 0.57
- electronic energy (eV) = -57767.3876
- HOMO (eV) = -6.72


# 4
Here is a molecular structure, C38H40F5N2OP2S5Ti in a non-equilibrium geometry from OMol25. Energies are from the ωB97M-V functional and the def2-TZVPD basis.

Last column: Mulliken charge in e.
Element x y z (Å)
1 Ti 0.776 0.994 -0.423  -0.22
2 S -1.675 3.030 1.086  -0.67
3 P -2.225 1.118 1.029  2.44
4 C -0.823 0.061 0.634  -0.30
5 P -0.508 -1.645 0.060  0.50
6 S 0.410 0.311 1.922  -0.24
7 C -1.910 -2.197 -1.017  -0.04
8 C -1.672 -2.496 -2.355  -0.35
9 C -2.707 -2.924 -3.187  -0.64
10 C -3.991 -3.069 -2.680  -0.60
11 C -4.239 -2.793 -1.338  -0.64
12 C -3.205 -2.363 -0.523  -0.03
13 C -0.894 -2.793 1.458  0.52
14 C -1.303 -2.416 2.734  0.15
15 C -1.578 -3.376 3.706  -0.79
16 C -1.433 -4.725 3.423  -0.59
17 C -1.007 -5.116 2.157  -0.65
18 C -0.737 -4.157 1.191  -0.66
19 C -3.623 1.019 -0.134  0.11
20 C -4.860 1.530 0.273  -0.81
21 C -5.911 1.641 -0.624  -0.77
22 C -5.737 1.260 -1.950  -0.65
23 C -4.511 0.771 -2.369  -0.90
24 C -3.459 0.652 -1.466  0.36
25 C -2.962 0.632 2.624  -0.30
26 C -2.463 1.146 3.817  -0.35
27 C -2.958 0.690 5.033  -0.69
28 C -3.959 -0.275 5.068  -0.54
29 C -4.470 -0.785 3.883  -0.94
30 C -3.967 -0.334 2.670  0.05
31 H -0.672 -2.374 -2.758  0.44
32 H -2.508 -3.144 -4.230  0.44
33 H -4.797 -3.400 -3.324  0.39
34 H -5.239 -2.905 -0.935  0.43
35 H -3.399 -2.171 0.526  0.25
36 H -1.401 -1.369 2.980  0.21
37 H -1.907 -3.057 4.689  0.45
38 H -1.645 -5.470 4.181  0.37
39 H -0.887 -6.168 1.924  0.40
40 H -0.416 -4.476 0.203  0.39
41 H -5.001 1.855 1.296  0.46
42 H -6.862 2.037 -0.290  0.42
43 H -6.557 1.352 -2.653  0.39
44 H -4.364 0.472 -3.399  0.50
45 H -2.517 0.259 -1.812  0.08
46 H -1.687 1.901 3.779  0.37
47 H -2.558 1.088 5.958  0.41
48 H -4.344 -0.624 6.019  0.39
49 H -5.252 -1.533 3.901  0.43
50 H -4.369 -0.737 1.750  0.36
51 C 4.119 3.047 0.767  -0.85
52 C 4.417 3.632 -0.609  -0.81
53 S 3.767 2.631 -1.957  0.07
54 C 2.941 3.869 -2.968  -1.03
55 C 1.406 3.994 -2.855  -0.83
56 S 0.524 3.527 -1.358  0.32
57 C 1.154 4.796 -0.225  -1.12
58 C 1.632 4.305 1.152  -1.02
59 S 2.408 2.690 1.210  0.31
60 H 4.507 3.719 1.536  0.57
61 H 4.634 2.092 0.896  0.21
62 H 5.496 3.727 -0.730  0.55
63 H 3.995 4.633 -0.680  0.33
64 H 3.183 3.637 -4.004  0.41
65 H 3.418 4.825 -2.749  0.51
66 H 0.918 3.418 -3.635  0.25
67 H 1.134 5.036 -3.035  0.66
68 H 0.357 5.524 -0.077  0.58
69 H 1.962 5.293 -0.759  0.50
70 H 0.781 4.196 1.822  0.50
71 H 2.314 5.036 1.590  0.53
72 N 2.510 -0.025 -0.183  0.24
73 C 3.493 -0.611 -0.083  -0.44
74 N 4.592 -1.334 -0.009  0.48
75 C 5.052 -1.876 1.280  -0.50
76 C 5.675 -3.224 1.015  -0.70
77 O 6.696 -3.124 0.032  -0.40
78 C 6.175 -2.687 -1.216  -0.73
79 C 5.582 -1.305 -1.098  -0.38
80 H 4.199 -1.960 1.951  0.45
81 H 5.788 -1.199 1.718  0.27
82 H 4.905 -3.929 0.684  0.33
83 H 6.138 -3.605 1.922  0.37
84 H 5.412 -3.390 -1.568  0.34
85 H 7.001 -2.678 -1.922  0.36
86 H 5.085 -1.002 -2.018  0.39
87 H 6.363 -0.578 -0.862  0.26
88 F -0.492 0.474 -2.154  0.02
89 C 0.900 0.594 -2.653  0.41
90 F 1.369 -0.709 -2.644  -0.36
91 C 0.661 0.835 -4.151  0.29
92 F 0.243 -0.251 -4.803  -0.24
93 F 1.818 1.230 -4.716  -0.27
94 F -0.248 1.795 -4.364  -0.24

Values from the calculation:
- energy relative to the best compared isomer or geometry (same formula, charge and spin) (kcal per mole) = 6.77
- max |F| (eV/Å) = 1.80
- electronic energy (eV) = -154540.1129
- HOMO (alpha / beta) (eV) = -6.85 / -7.01
- 2S+1 = 2